A single C5H8O2S molecule at a distorted geometry, computed with ωB97M-V with the def2-TZVPD basis set.

Properties
Total energy: -743.90042 hartree
LUMO energy: 0.020 hartree
Kohn-Sham gap: 0.329 Eh

Geometry (Å):
C: 1.25 0.04 0.03
C: -0.83 0.56 0.80
C: -0.37 1.62 -0.22
C: -0.03 -0.72 0.50
C: -0.74 -1.47 -0.73
O: 3.82 0.28 -0.14
O: 0.93 1.25 -0.56
S: 2.75 -0.65 0.23
H: -0.56 0.87 1.91
H: -1.95 0.34 0.77
H: -1.05 1.64 -1.10
H: -0.39 2.61 0.10
H: -0.14 -1.43 1.40
H: -1.00 -0.84 -1.61
H: -1.56 -1.82 -0.22
H: -0.12 -2.29 -1.15

=====

A molecular structure, C8H16ClO4S4V, computed with ωB97M-V with the def2-TZVPD basis set.

Properties
Expectation value of S²: 3.759
Total energy: -3611.89852 hartree
LUMO energy (spin up / spin down): -0.095 / -0.117 hartree
2S+1: 4
Total charge: +1
Kohn-Sham gap (spin up / spin down): 0.335 / 0.345 Eh

Geometry (Å):
V: -0.13 -0.67 -1.51
C: -1.93 -0.64 1.38
C: -2.92 -0.02 0.41
S: -2.15 0.76 -1.04
C: -1.42 2.25 -0.30
C: -0.22 2.71 -1.10
S: 1.13 1.51 -1.14
C: 1.80 1.61 0.54
C: 2.89 0.56 0.70
S: 2.33 -1.14 0.45
C: 1.36 -1.38 1.96
C: 0.26 -2.41 1.72
S: -0.99 -1.93 0.51
H: -2.47 -1.10 2.21
H: -1.25 0.11 1.79
H: -3.54 0.73 0.90
H: -3.58 -0.78 0.00
H: -1.15 2.03 0.73
H: -2.19 3.03 -0.29
H: 0.17 3.65 -0.71
H: -0.48 2.88 -2.15
H: 1.00 1.47 1.27
H: 2.21 2.61 0.67
H: 3.34 0.65 1.69
H: 3.68 0.72 -0.03
H: 0.93 -0.43 2.28
H: 2.01 -1.74 2.76
H: -0.26 -2.65 2.65
H: 0.68 -3.34 1.33
O: -1.02 -2.24 -2.87
Cl: 0.19 -1.86 -3.61
O: 0.09 -0.39 -3.73
O: 0.35 -2.51 -4.83
O: 1.28 -2.07 -2.65

=====

A single C5H5N molecule at a distorted geometry, computed with ωB97M-V with the def2-TZVPD basis set.

Properties
Total energy: -248.08737 hartree
LUMO energy: 0.003 hartree
Kohn-Sham gap: 0.319 Eh

Geometry (Å):
C: -1.66 0.58 -0.21
C: 1.07 -0.11 -0.32
C: -2.47 -0.20 0.46
C: 2.30 -0.05 0.19
C: -0.50 0.86 -0.67
N: 0.53 1.05 -1.22
H: 0.60 -1.09 -0.38
H: -2.07 -1.06 0.99
H: -3.51 0.08 0.58
H: 2.84 0.89 0.23
H: 2.87 -0.95 0.34

=====

2 unconnected molecules or ions with the total composition C9H14, computed with ωB97M-V with the def2-TZVPD basis set.

Properties
Total energy: -351.32044 hartree
LUMO energy: 0.037 hartree
Structure (SMILES): Cc1ccccc1.CC
Kohn-Sham gap: 0.369 Eh

Geometry (Å):
C: 0.29 1.29 1.12
C: 0.45 1.29 -0.39
C: -0.48 0.61 -1.18
C: -0.37 0.69 -2.55
C: 0.67 1.38 -3.17
C: 1.56 2.07 -2.37
C: 1.44 2.04 -0.99
H: -0.28 0.39 1.39
H: -0.25 2.17 1.47
H: 1.27 1.25 1.59
H: -1.29 0.05 -0.71
H: -1.08 0.22 -3.22
H: 0.81 1.29 -4.24
H: 2.38 2.59 -2.87
H: 2.11 2.65 -0.40
C: -0.15 -2.38 1.95
C: -1.64 -2.59 2.20
H: 0.41 -1.99 2.79
H: 0.36 -3.31 1.69
H: -0.07 -1.69 1.11
H: -2.09 -1.85 2.86
H: -1.86 -3.53 2.70
H: -2.17 -2.66 1.25

=====

2 unconnected molecules or ions with the total composition C2H3NO2 at a distorted geometry, computed with ωB97M-V with the def2-TZVPD basis set.

Properties
Total energy: -283.15062 hartree
LUMO energy: 0.038 hartree
Kohn-Sham gap: 0.407 Eh

Geometry (Å):
C: 0.09 -0.56 -0.41
C: 0.49 0.10 3.69
N: -0.43 0.15 0.56
O: 0.51 1.13 0.98
O: -0.22 -0.59 4.23
H: 1.04 -0.59 -0.73
H: -0.62 -1.25 -0.75
H: 0.31 1.31 1.89

=====

7 unconnected molecules or ions with the total composition C24H36Cl21I3NO at a distorted geometry, computed with ωB97M-V with the def2-TZVPD basis set.

Properties
Total energy: -11622.70294 hartree
LUMO energy: -0.153 hartree
Total charge: +1
Kohn-Sham gap: 0.243 Eh

Geometry (Å):
C: 0.83 -5.72 -1.08
C: -0.23 -4.83 -1.09
C: 0.00 -3.33 -1.16
C: -1.03 -2.60 -0.39
N: -0.97 -2.20 0.83
C: 0.22 -2.44 1.67
I: 0.27 -1.31 3.47
C: 0.38 -3.97 1.99
C: 1.87 -4.29 2.10
I: -0.54 -4.38 3.92
C: -2.22 -1.49 1.20
C: -2.21 0.00 1.54
C: -1.52 0.94 0.55
C: -0.02 0.75 0.36
C: 0.60 1.97 -0.37
C: 1.25 1.47 -1.65
O: 2.48 0.84 -1.32
C: 2.61 -0.48 -1.79
C: 3.50 -1.28 -0.85
C: -3.22 -1.88 0.13
C: -2.31 -2.33 -1.06
I: -2.28 -1.00 -2.73
H: 1.40 -5.98 -1.97
H: 1.11 -6.14 -0.12
H: -1.24 -5.25 -1.04
H: -0.12 -2.99 -2.20
H: 1.01 -3.07 -0.88
H: 1.09 -2.13 1.10
H: -0.18 -4.59 1.31
H: 2.13 -4.48 3.13
H: 2.17 -5.17 1.54
H: 2.50 -3.45 1.80
H: -2.58 -1.98 2.10
H: -1.85 0.19 2.54
H: -3.26 0.29 1.56
H: -2.01 0.95 -0.42
H: -1.65 1.94 0.96
H: 0.51 0.53 1.29
H: 0.11 -0.13 -0.28
H: -0.22 2.64 -0.63
H: 1.36 2.46 0.26
H: 0.55 0.80 -2.13
H: 1.44 2.34 -2.27
H: 3.04 -0.52 -2.79
H: 1.65 -1.01 -1.85
H: 4.53 -0.99 -0.92
H: 3.11 -1.20 0.16
H: 3.37 -2.33 -1.13
H: -3.99 -2.58 0.44
H: -3.79 -1.01 -0.19
H: -2.80 -3.21 -1.45
C: -0.25 3.68 4.55
Cl: -1.95 3.20 4.43
Cl: 0.64 3.28 3.08
Cl: -0.12 5.41 4.89
H: 0.19 3.14 5.38
C: -0.82 -8.62 -3.78
Cl: 0.35 -9.89 -3.46
Cl: -2.46 -9.15 -3.40
Cl: -0.41 -7.16 -2.83
H: -0.78 -8.37 -4.83
C: 0.21 5.36 -3.68
Cl: 0.51 3.79 -4.44
Cl: -1.23 6.13 -4.35
Cl: 0.06 5.20 -1.93
H: 1.06 6.00 -3.89
C: 4.47 0.07 4.17
Cl: 3.98 1.32 5.31
Cl: 3.18 -1.14 4.00
Cl: 4.86 0.76 2.60
H: 5.36 -0.41 4.56
C: -3.38 7.07 3.95
Cl: -3.52 8.43 5.06
Cl: -4.70 5.93 4.20
Cl: -3.34 7.63 2.28
H: -2.45 6.56 4.16
C: -4.12 3.91 -6.46
Cl: -4.50 2.50 -7.46
Cl: -5.34 4.14 -5.21
Cl: -2.51 3.76 -5.75
H: -4.13 4.78 -7.10
C: 3.33 5.29 0.84
Cl: 4.07 5.90 -0.63
Cl: 1.73 6.01 1.08
Cl: 3.23 3.52 0.79
H: 3.95 5.57 1.68

=====

A single C7H12N2OS2 molecule at a distorted geometry, computed with ωB97M-V with the def2-TZVPD basis set.

Properties
Total energy: -1254.93953 hartree
LUMO energy: -0.028 hartree
Structure (SMILES): CS[C@@]1(C(=O)C(C)C)N=NCS1
Kohn-Sham gap: 0.308 Eh

Geometry (Å):
C: -0.45 2.71 -0.94
S: -1.76 1.59 -1.51
C: -1.56 -0.19 -0.35
C: -0.32 -0.86 -0.93
O: -0.44 -1.51 -1.95
C: 0.98 -0.81 -0.31
C: 0.78 -1.68 1.03
C: 2.17 -1.15 -1.26
N: -1.46 0.20 0.94
N: -2.50 0.15 1.63
C: -3.65 -0.40 0.98
S: -3.19 -1.20 -0.59
H: -0.43 3.11 0.05
H: -0.54 3.69 -1.51
H: 0.64 2.50 -1.23
H: 1.21 0.21 0.02
H: 0.60 -1.16 1.96
H: -0.10 -2.34 0.85
H: 1.64 -2.30 1.20
H: 2.13 -2.22 -1.17
H: 3.11 -0.75 -0.89
H: 2.00 -0.80 -2.25
H: -4.21 -1.03 1.75
H: -4.36 0.41 0.70

=====

A molecular structure, C10H11NPtS at a distorted geometry, computed with ωB97M-V with the def2-TZVPD basis set.

Properties
Expectation value of S²: 6.038
Total energy: -959.01808 hartree
LUMO energy (spin up / spin down): -0.306 / -0.415 hartree
2S+1: 5
Total charge: +2
Kohn-Sham gap (spin up / spin down): 0.248 / 0.230 Eh

Geometry (Å):
Pt: -1.23 1.08 -0.07
C: -2.38 1.82 1.35
H: -2.62 1.10 2.13
H: -1.92 2.72 1.79
H: -3.33 2.09 0.85
H: -1.52 0.89 -1.75
H: -1.50 1.74 -1.66
S: 0.49 -2.77 1.50
C: -1.08 -2.62 2.20
C: -1.79 -1.50 1.73
C: -1.01 -0.76 0.81
C: 0.23 -1.30 0.57
C: 1.13 -0.64 -0.31
C: 2.42 -1.03 -0.72
C: 3.11 -0.27 -1.65
C: 2.54 0.91 -2.12
C: 1.29 1.31 -1.67
N: 0.62 0.54 -0.78
H: -1.41 -3.34 2.95
H: -2.79 -1.19 2.02
H: 2.82 -1.96 -0.32
H: 4.10 -0.58 -2.00
H: 3.04 1.54 -2.84
H: 0.78 2.22 -1.99

=====

A single C2H4N2 molecule at a distorted geometry, computed with ωB97M-V with the def2-TZVPD basis set.

Properties
Total energy: -188.06546 hartree
LUMO energy: 0.034 hartree
Structure (SMILES): CN=C=N
Kohn-Sham gap: 0.387 Eh

Geometry (Å):
C: 0.36 0.66 0.92
N: 0.09 -0.69 0.43
C: -0.14 -0.75 -0.71
N: -0.41 -0.82 -1.85
H: -0.38 1.39 0.56
H: 1.37 0.99 0.62
H: 0.32 0.66 2.01
H: -1.21 -1.44 -1.98

=====

A gas-phase ion, C5H12NO (charge -1) at a distorted geometry, computed with ωB97M-V with the def2-TZVPD basis set.

Properties
Total energy: -327.61249 hartree
LUMO energy: 0.134 hartree
Structure (SMILES): CN[C@@H](C)CC[O-]
Total charge: -1
Kohn-Sham gap: 0.205 Eh

Geometry (Å):
C: -1.53 -0.47 1.74
N: -0.29 0.00 1.03
C: 0.13 -0.43 -0.28
C: -1.11 -1.00 -1.13
C: 0.74 0.79 -0.98
C: 2.01 1.22 -0.23
O: 3.09 0.79 -0.92
H: -1.57 -0.10 2.86
H: -2.35 0.02 1.21
H: -1.73 -1.49 1.58
H: 0.64 -0.02 1.56
H: 0.87 -1.24 -0.21
H: -2.00 -0.47 -1.22
H: -0.73 -1.03 -2.15
H: -1.44 -1.98 -0.73
H: 0.07 1.58 -0.76
H: 1.15 0.68 -2.10
H: 1.92 0.88 0.77
H: 2.11 2.28 -0.04

=====

A molecular structure, C5H9NO at a distorted geometry, computed with ωB97M-V with the def2-TZVPD basis set.

Properties
Total energy: -325.69513 hartree
LUMO energy (spin up / spin down): -0.017 / -0.023 hartree
Kohn-Sham gap (spin up / spin down): 0.310 / 0.329 Eh

Geometry (Å):
C: -1.97 -0.22 0.36
C: -0.85 -0.10 -0.67
C: 0.01 1.17 -0.56
C: 1.08 0.67 0.41
O: 2.48 -1.11 0.37
C: 0.28 -1.05 -0.38
N: 0.89 -2.06 -0.41
H: -2.73 0.55 0.16
H: -1.60 -0.09 1.38
H: -2.46 -1.20 0.29
H: -1.25 -0.28 -1.67
H: 0.46 1.39 -1.53
H: -0.53 2.08 -0.23
H: 0.75 0.49 1.43
H: 2.06 1.15 0.37
H: 3.37 -1.41 0.68

=====

A gas-phase ion, C3H7N2S2 (charge +1) at a distorted geometry, computed with ωB97M-V with the def2-TZVPD basis set.

Properties
Total energy: -1024.01353 hartree
LUMO energy: -0.216 hartree
Total charge: +1
Kohn-Sham gap: 0.221 Eh

Geometry (Å):
C: -0.04 -0.71 -0.74
C: -1.27 0.25 1.13
C: -0.19 1.75 -0.36
N: 1.08 -1.26 0.03
N: -0.63 0.41 0.03
S: -1.95 0.14 2.51
S: 0.54 -2.69 1.18
H: -0.85 -1.50 -0.80
H: 0.21 -0.22 -1.66
H: -0.61 1.74 -1.37
H: 0.94 1.87 -0.24
H: -0.62 2.41 0.33
H: 1.52 -0.48 0.59
H: 1.87 -1.70 -0.63

=====

A single C4H7NO2 molecule, computed with ωB97M-V with the def2-TZVPD basis set.

Properties
Total energy: -361.74300 hartree
LUMO energy: -0.024 hartree
Structure (SMILES): C/C(=C/CO)N=O
Kohn-Sham gap: 0.314 Eh

Geometry (Å):
C: 1.81 -0.92 0.39
C: 0.40 -0.51 0.07
C: 0.02 0.60 -0.58
C: -1.40 1.04 -0.80
O: -1.76 1.99 0.19
N: -0.68 -1.35 0.53
O: -0.31 -2.33 1.14
H: 1.98 -1.96 0.13
H: 2.52 -0.29 -0.13
H: 1.99 -0.83 1.47
H: 0.80 1.29 -0.90
H: -1.49 1.56 -1.75
H: -2.09 0.19 -0.80
H: -1.78 1.52 1.04

=====

A molecular structure, C29H28N8NaOSe2Te2 at a distorted geometry, computed with ωB97M-V with the def2-TZVPD basis set.

Properties
Total energy: -7136.61359 hartree
LUMO energy: 0.065 hartree
Total charge: -1
Kohn-Sham gap: 0.198 Eh

Geometry (Å):
Na: 15.68 9.62 10.30
C: 15.67 13.10 11.88
N: 14.92 12.39 10.78
C: 15.47 12.59 9.44
C: 14.26 12.60 8.55
N: 13.27 13.42 8.71
C: 12.28 13.00 7.90
C: 10.98 13.46 7.74
C: 10.17 12.93 6.73
C: 10.62 11.81 6.01
C: 11.89 11.32 6.24
C: 12.74 11.91 7.14
N: 14.01 11.66 7.63
C: 16.37 12.10 12.67
N: 16.06 11.69 13.83
C: 17.06 10.79 14.13
C: 17.31 10.09 15.34
C: 18.30 9.13 15.31
C: 19.07 8.96 14.13
C: 18.97 9.74 13.00
C: 17.96 10.68 13.07
N: 17.46 11.54 12.10
H: 14.89 13.58 12.46
H: 16.29 13.85 11.44
H: 13.95 12.74 10.86
H: 16.17 11.74 9.13
H: 15.98 13.54 9.34
H: 10.61 14.25 8.36
H: 9.23 13.42 6.59
H: 10.00 11.34 5.25
H: 12.24 10.43 5.71
H: 14.65 10.97 7.23
H: 16.60 10.23 16.16
H: 18.71 8.57 16.18
H: 19.81 8.20 14.06
H: 19.61 9.63 12.15
H: 17.89 11.83 11.20
Se: 19.33 13.06 9.71
Te: 18.97 11.71 7.69
Te: 18.42 9.14 8.42
Se: 16.05 8.81 7.51
C: 10.88 12.12 11.25
C: 10.87 10.79 10.46
C: 12.05 10.43 9.77
C: 12.09 9.17 9.12
C: 11.00 8.31 9.29
N: 11.19 6.92 8.93
C: 11.17 5.89 9.84
O: 11.07 4.70 9.66
N: 11.13 6.27 11.23
C: 11.97 7.22 11.81
C: 11.58 8.06 12.86
C: 12.51 8.99 13.27
C: 13.70 9.21 12.55
N: 14.03 8.39 11.60
C: 13.23 7.35 11.37
C: 9.84 8.71 9.86
C: 9.77 9.96 10.45
H: 10.87 13.10 10.62
H: 11.79 12.11 11.79
H: 9.99 12.25 11.89
H: 12.93 11.09 9.85
H: 12.98 8.84 8.62
H: 11.50 6.65 7.95
H: 10.89 5.42 11.71
H: 10.55 7.96 13.27
H: 12.26 9.66 14.02
H: 14.42 9.99 12.83
H: 13.61 6.55 10.67
H: 9.03 7.99 9.78
H: 8.86 10.28 11.05

=====

A molecular structure, C13H16Cl2O6S3W, computed with ωB97M-V with the def2-TZVPD basis set.

Properties
Expectation value of S²: 2.014
Total energy: -3137.67054 hartree
LUMO energy (spin up / spin down): -0.252 / -0.298 hartree
2S+1: 3
Total charge: +2
Kohn-Sham gap (spin up / spin down): 0.280 / 0.238 Eh

Geometry (Å):
W: -0.53 -0.86 -1.00
C: 2.75 -0.42 -1.43
C: 2.64 0.24 -0.06
S: 0.95 0.28 0.66
C: 1.08 -0.90 2.07
C: -0.02 -1.94 2.11
S: -0.35 -2.87 0.58
C: 1.15 -3.81 0.18
C: 2.30 -2.98 -0.36
S: 1.70 -1.88 -1.68
H: 3.78 -0.71 -1.63
H: 2.45 0.26 -2.23
H: 2.95 1.28 -0.13
H: 3.28 -0.23 0.68
H: 1.03 -0.29 2.98
H: 2.07 -1.35 2.04
H: -0.99 -1.48 2.33
H: 0.17 -2.66 2.91
H: 0.80 -4.54 -0.55
H: 1.45 -4.36 1.07
H: 3.05 -3.63 -0.81
H: 2.78 -2.39 0.41
O: -3.69 -2.89 -0.75
Cl: -3.20 -1.65 -1.16
O: -2.06 -1.83 -2.14
O: -4.13 -0.73 -1.64
O: -2.37 -1.01 -0.02
Cl: -1.74 5.18 -6.67
C: -1.45 3.99 -5.48
C: -2.19 4.01 -4.30
C: -1.97 3.04 -3.35
C: -1.00 2.05 -3.59
C: -0.27 2.03 -4.78
C: -0.50 3.00 -5.73
C: -0.79 1.04 -2.61
O: 0.11 0.09 -2.71
O: -1.44 0.92 -1.50
H: -2.92 4.79 -4.14
H: -2.53 3.04 -2.42
H: 0.46 1.25 -4.97
H: 0.04 3.00 -6.67

=====

A single C2H2FN molecule at a distorted geometry, computed with ωB97M-V with the def2-TZVPD basis set.

Properties
Total energy: -231.76376 hartree
LUMO energy (spin up / spin down): -0.032 / -0.027 hartree
Structure (SMILES): C=C=NF
Kohn-Sham gap (spin up / spin down): 0.327 / 0.341 Eh

Geometry (Å):
C: 1.20 -0.45 0.03
C: -0.35 0.26 0.17
N: -1.53 0.98 0.24
F: -2.56 0.32 -0.45
H: 1.69 -1.04 0.91
H: 1.55 -0.06 -0.90

=====

A single C5H8O molecule, computed with ωB97M-V with the def2-TZVPD basis set.

Properties
Total energy: -270.49085 hartree
LUMO energy: 0.037 hartree
Structure (SMILES): C[C@H]1C[C@H]1C=O
Kohn-Sham gap: 0.393 Eh

Geometry (Å):
C: -0.60 1.31 -1.17
C: 0.45 0.31 -0.72
C: 0.86 0.23 0.73
C: 0.26 -0.98 0.05
C: -0.70 -1.52 1.06
O: -1.89 -1.45 1.17
H: -1.42 1.39 -0.45
H: -0.14 2.30 -1.28
H: -1.02 1.03 -2.14
H: 1.26 0.21 -1.44
H: 0.15 0.73 1.39
H: 1.85 0.12 1.15
H: 1.00 -1.74 -0.22
H: -0.06 -1.93 1.88

=====

A molecular structure, C4H9N at a distorted geometry, computed with ωB97M-V with the def2-TZVPD basis set.

Properties
Total energy: -212.34643 hartree
LUMO energy: -0.003 hartree
Kohn-Sham gap: 0.280 Eh

Geometry (Å):
C: -1.36 -0.70 0.15
C: 0.03 -1.18 -0.38
C: 0.95 -0.15 -0.92
C: 0.20 1.63 -0.74
N: 1.24 1.00 -0.31
H: -1.15 0.26 0.57
H: -2.04 -0.58 -0.69
H: -1.72 -1.49 0.77
H: 0.00 -2.02 -1.04
H: 0.57 -1.52 0.52
H: 1.41 -0.26 -1.91
H: 0.94 0.81 2.30
H: 0.29 2.72 -0.60
H: 0.65 1.49 2.28